C20H25BCdN6O | ωB97M-V/def2-TZVPD

- frontier orbital gap (Eh) = 0.285
- LUMO (hartree) = 0.02520
- HOMO energy (eV) = -7.061
- total charge = 0
- E (eV) = -37376.36426

Each line ends with the natural charge from an NBO analysis.
Positions of all 54 atoms, in Å:
Cd  -0.6710  0.1344  0.3130  1.602
C  -0.5067  -2.5967  0.2888  -0.077
C  -0.7899  -1.7613  1.4613  -0.427
C  0.5074  -1.5528  2.1057  -0.087
C  1.4799  -2.1380  1.3291  -0.074
C  0.8523  -2.7793  0.2053  -0.087
C  1.5902  -3.4861  -0.8895  -0.634
C  2.9625  -2.1001  1.5412  -0.635
C  0.6687  -0.8996  3.4463  -0.638
C  -2.0400  -1.9498  2.2908  -0.625
C  -1.5548  -3.2037  -0.5999  -0.646
H  2.2524  -4.2612  -0.4949  0.213
H  2.2184  -2.8014  -1.4690  0.210
H  0.9015  -3.9705  -1.5838  0.209
H  3.4148  -3.0753  1.3476  0.213
H  3.2208  -1.8224  2.5637  0.209
H  3.4526  -1.3857  0.8709  0.211
H  0.0746  0.0136  3.5369  0.209
H  1.7065  -0.6312  3.6464  0.210
H  0.3513  -1.5660  4.2549  0.213
H  -2.0375  -2.9288  2.7834  0.202
H  -2.9507  -1.8899  1.6922  0.208
H  -2.1175  -1.1947  3.0755  0.208
H  -1.5230  -4.2958  -0.5620  0.220
H  -1.4470  -2.9230  -1.6518  0.203
H  -2.5568  -2.9065  -0.2884  0.212
C  -3.2290  3.8456  -0.0755  -0.355
C  -2.9320  2.6646  0.6048  -0.031
N  -1.7482  2.1908  0.2282  -0.421
N  -1.2647  3.0448  -0.7011  -0.316
C  -2.1351  4.0450  -0.8953  0.002
B  0.1141  2.8408  -1.3838  0.542
N  0.0509  1.6176  -2.3365  -0.320
C  0.1290  1.6016  -3.6749  -0.002
C  0.1099  0.2885  -4.1032  -0.346
C  0.0185  -0.4542  -2.9243  -0.025
N  -0.0118  0.3517  -1.8691  -0.432
N  1.1998  2.6157  -0.3142  -0.328
C  2.3290  3.3196  -0.1245  -0.003
C  3.0373  2.7427  0.9077  -0.358
C  2.2458  1.6578  1.3018  -0.022
N  1.1459  1.5921  0.5666  -0.404
H  -4.1013  4.4667  0.0226  0.234
H  -3.5084  2.1409  1.3512  0.217
H  -1.9110  4.8323  -1.5953  0.225
H  0.3790  3.8198  -2.0263  -0.034
H  0.2029  2.5236  -4.2270  0.223
H  0.1625  -0.0752  -5.1138  0.232
H  -0.0073  -1.5229  -2.7807  0.220
H  2.5454  4.1780  -0.7381  0.222
H  3.9824  3.0563  1.3138  0.232
H  2.4166  0.9237  2.0727  0.219
O  -3.4081  -0.0576  -1.8967  -0.479
C  -3.2706  -0.2786  -0.8028  0.490